Here is the ion CN5O2 with charge -1 from OMol25. Energies are from wB97M-V/def2-TZVPD.

Computed properties:
**LUMO energy (spin up / spin down)**: 4.13 / 4.13 eV
**HOMO (spin up / spin down)**: -3.91 / -3.91 eV
**Kohn-Sham gap (spin up / spin down)**: 0.2956 / 0.2956 Eh
**Calculated total energy**: -462.16727 hartree
**Relative energy (zero: lowest compared OMol25 entry of this formula, charge and spin)**: 703.5 kJ/mol

Structure (ORCA input):
```
! wB97M-V def2-TZVPD RIJCOSX def2/J DEFGRID3
* xyz -1 1
C 0.80 -0.96 0.00
N -1.57 -0.74 0.06
N -0.31 -1.50 -0.07
N -2.00 1.56 -0.01
N -1.71 0.46 -0.03
N 1.43 0.18 0.03
O 1.71 0.73 1.11
O 1.95 0.59 -1.09
*
```

Here is the ion CN5O2 with charge -1 from OMol25. Energies are from wB97M-V/def2-TZVPD.

Computed properties:
**LUMO energy**: 4.34 eV
**HOMO**: -6.17 eV
**Kohn-Sham gap**: 0.3862 Eh
**SMILES**: O=C([O-])n1nnnn1
**Calculated total energy**: -462.41197 hartree
**Relative energy (zero: lowest compared OMol25 entry of this formula, charge and spin)**: 61.1 kJ/mol

Structure (ORCA input):
```
! wB97M-V def2-TZVPD RIJCOSX def2/J DEFGRID3
* xyz -1 1
O 2.08 0.97 -0.58
C 1.69 0.01 0.00
O 2.08 -0.95 0.60
N 0.01 -0.01 -0.01
N -0.74 -0.95 -0.47
N -1.98 -0.63 -0.30
N -2.03 0.56 0.28
N -0.86 1.01 0.49
*
```

Here is an isolated molecule of CN6O3 from OMol25. Energies are from wB97M-V/def2-TZVPD.

Computed properties:
**LUMO energy**: -1.97 eV
**HOMO**: -11.12 eV
**Kohn-Sham gap**: 0.3364 Eh
**SMILES**: O=Nn1nnnc1[N+](=O)[O-]
**Calculated total energy**: -592.05273 hartree
**Relative energy (zero: lowest compared OMol25 entry of this formula, charge and spin)**: 0.0 kJ/mol

Structure (ORCA input):
```
! wB97M-V def2-TZVPD RIJCOSX def2/J DEFGRID3
* xyz 0 1
O -1.76 -1.88 -0.40
N -1.16 -1.25 0.39
N -0.87 0.07 0.00
N -1.47 1.23 0.16
N -0.65 2.14 -0.01
N 0.59 1.74 -0.04
C 0.53 0.41 -0.03
N 1.44 -0.66 -0.04
O 0.85 -1.72 0.14
O 2.60 -0.46 -0.11
*
```

Here is a structure of composition CNNaO4S2 from OMol25. Energies are from wB97M-V/def2-TZVPD.

Computed properties:
**LUMO energy**: -0.83 eV
**HOMO**: -8.47 eV
**Kohn-Sham gap**: 0.2810 Eh
**Calculated total energy**: -1352.54127 hartree
**Relative energy (zero: lowest compared OMol25 entry of this formula, charge and spin)**: 52.6 kJ/mol

Structure (ORCA input):
```
! wB97M-V def2-TZVPD RIJCOSX def2/J DEFGRID3
* xyz 0 1
Na 0.01 -1.72 -1.15
N 1.77 1.30 0.24
S 2.48 -0.07 0.46
O 1.71 -1.29 -0.01
S 0.40 1.81 -0.40
O -0.51 0.52 -0.74
O -2.27 0.77 1.08
C -1.82 -0.06 0.35
O -1.78 -1.26 0.17
*
```

Here is a structure of composition CNO5S from OMol25. Energies are from wB97M-V/def2-TZVPD.

Computed properties:
**LUMO energy**: 3.74 eV
**HOMO**: -4.39 eV
**Kohn-Sham gap**: 0.2988 Eh
**Calculated total energy**: -867.18773 hartree
**Relative energy (zero: lowest compared OMol25 entry of this formula, charge and spin)**: 54.4 kJ/mol

Structure (ORCA input):
```
! wB97M-V def2-TZVPD RIJCOSX def2/J DEFGRID3
* xyz -1 1
C 0.09 -1.99 0.31
N -0.16 1.72 0.11
O 1.12 -2.03 0.83
O -0.98 -2.36 0.05
O -0.02 2.89 0.41
O -1.11 1.08 0.41
O 0.76 1.16 -0.68
S 0.30 -0.46 -1.43
*
```

Here is a structure of composition CNOP from OMol25. Energies are from wB97M-V/def2-TZVPD.

Computed properties:
**LUMO energy**: -2.44 eV
**HOMO**: -11.09 eV
**Kohn-Sham gap**: 0.3180 Eh
**Calculated total energy**: -509.38083 hartree
**Relative energy (zero: lowest compared OMol25 entry of this formula, charge and spin)**: 55.4 kJ/mol

Structure (ORCA input):
```
! wB97M-V def2-TZVPD RIJCOSX def2/J DEFGRID3
* xyz 0 1
C -0.77 -0.19 0.76
N -1.61 -0.14 1.52
O 1.79 0.50 -1.00
P 0.59 -0.17 -1.28
*
```

Here is an isolated molecule of CO2 from OMol25. Energies are from wB97M-V/def2-TZVPD.

Computed properties:
**LUMO energy**: 0.25 eV
**HOMO**: -12.94 eV
**Kohn-Sham gap**: 0.4848 Eh
**SMILES**: O=C=O
**Calculated total energy**: -188.61271 hartree
**Relative energy (zero: lowest compared OMol25 entry of this formula, charge and spin)**: 24.5 kJ/mol

Structure (ORCA input):
```
! wB97M-V def2-TZVPD RIJCOSX def2/J DEFGRID3
* xyz 0 1
O -0.07 -0.99 -0.64
C -0.02 -0.05 0.11
O 0.09 1.04 0.53
*
```

Here is an isolated molecule of COP2 from OMol25. Energies are from wB97M-V/def2-TZVPD.

Computed properties:
**LUMO energy**: -1.61 eV
**HOMO**: -8.54 eV
**Kohn-Sham gap**: 0.2547 Eh
**Calculated total energy**: -795.99557 hartree
**Relative energy (zero: lowest compared OMol25 entry of this formula, charge and spin)**: 46.0 kJ/mol

Structure (ORCA input):
```
! wB97M-V def2-TZVPD RIJCOSX def2/J DEFGRID3
* xyz 0 1
C 0.00 0.07 0.06
O 0.04 0.92 0.90
P -0.58 -0.34 -1.58
P 0.49 -1.61 -0.33
*
```

Here is a structure of composition Ca2H2N3O10 from OMol25. Energies are from wB97M-V/def2-TZVPD.

Computed properties:
**LUMO energy**: -7.72 eV
**HOMO**: -9.25 eV
**Kohn-Sham gap**: 0.0560 Eh
**Calculated total energy**: -2272.05589 hartree

Structure (ORCA input):
```
! wB97M-V def2-TZVPD RIJCOSX def2/J DEFGRID3
* xyz 1 1
Ca -3.00 -1.02 2.32
Ca 3.49 3.43 -5.19
N -3.23 4.82 1.49
O -2.29 5.48 1.94
O -3.75 5.15 0.47
O -3.46 3.72 1.99
N 0.95 1.10 -1.67
O 2.18 0.91 -1.84
O 0.38 0.74 -0.67
O 0.50 1.67 -2.65
N -0.78 -5.55 -0.40
O 0.44 -5.46 -0.35
O -1.28 -6.68 -0.46
O -1.49 -4.57 -0.26
O 3.79 -1.62 1.88
H 4.04 -0.84 2.39
H 3.53 -1.27 1.03
*
```

Here is a structure of composition Ca4H2N8O25 from OMol25. Energies are from wB97M-V/def2-TZVPD.

Computed properties:
**LUMO energy**: -3.27 eV
**HOMO**: -9.73 eV
**Kohn-Sham gap**: 0.2374 Eh
**Calculated total energy**: -5030.19431 hartree

Structure (ORCA input):
```
! wB97M-V def2-TZVPD RIJCOSX def2/J DEFGRID3
* xyz 0 1
Ca 8.22 6.15 -2.72
Ca 9.62 7.85 -8.31
Ca 11.79 7.87 -4.00
Ca 12.81 3.65 -7.02
N 13.48 4.73 -3.68
O 13.40 3.99 -4.71
O 13.28 5.98 -3.79
O 13.77 4.24 -2.62
N 9.75 9.23 -2.41
O 9.79 7.95 -2.54
O 10.73 9.89 -2.76
O 8.75 9.73 -1.93
N 13.91 6.98 -7.08
O 13.04 7.40 -6.29
O 14.16 5.74 -7.10
O 14.52 7.74 -7.83
N 10.18 2.65 -9.16
O 9.07 2.21 -8.92
O 10.51 3.04 -10.29
O 11.05 2.66 -8.22
N 9.77 10.23 -5.79
O 8.60 10.39 -5.48
O 10.42 11.08 -6.40
O 10.32 9.08 -5.57
N 10.57 5.68 -5.72
O 10.89 4.53 -5.99
O 10.40 5.99 -4.54
O 10.38 6.58 -6.55
N 10.26 3.99 -2.17
O 10.96 3.02 -1.97
O 9.20 3.88 -2.88
O 10.54 5.13 -1.73
N 7.12 6.86 -6.05
O 6.02 6.42 -6.29
O 7.68 6.67 -4.95
O 7.75 7.56 -6.90
O 7.94 3.25 -5.36
H 7.11 3.39 -5.83
H 8.61 3.61 -5.95
*
```

Here is a structure of composition CaF2HO3PRb2 from OMol25. Energies are from wB97M-V/def2-TZVPD.

Computed properties:
**LUMO energy**: -8.08 eV
**HOMO**: -16.57 eV
**Kohn-Sham gap**: 0.3119 Eh
**Calculated total energy**: -1492.96798 hartree

Structure (ORCA input):
```
! wB97M-V def2-TZVPD RIJCOSX def2/J DEFGRID3
* xyz 2 1
Rb 4.32 3.65 -17.30
Rb 4.83 5.88 -24.20
Ca 2.34 5.91 -20.35
O 2.15 5.06 -18.39
H 1.51 4.85 -17.72
O 3.53 4.10 -20.84
P 4.74 3.29 -21.24
O 5.57 3.75 -22.37
F 4.36 1.81 -21.34
F 5.57 3.28 -19.88
*
```

Here is a structure of composition CaH16NO11 from OMol25. Energies are from wB97M-V/def2-TZVPD.

Computed properties:
**LUMO energy**: -5.15 eV
**HOMO**: -9.02 eV
**Kohn-Sham gap**: 0.1424 Eh
**Calculated total energy**: -1569.21421 hartree

Structure (ORCA input):
```
! wB97M-V def2-TZVPD RIJCOSX def2/J DEFGRID3
* xyz 1 1
Ca -14.62 -4.67 -13.88
N -19.34 -6.76 -14.23
O -18.13 -6.51 -14.35
O -19.74 -7.79 -13.64
O -20.11 -5.93 -14.65
O -14.36 -5.88 -16.92
H -13.66 -5.48 -17.45
H -14.94 -6.28 -17.56
O -12.75 -3.13 -11.05
H -12.42 -2.26 -10.83
H -12.35 -3.71 -10.41
O -11.56 -6.06 -14.05
H -10.67 -5.71 -14.08
H -11.44 -7.01 -14.13
O -16.70 -2.69 -15.84
H -17.65 -2.65 -15.98
H -16.35 -1.97 -16.36
O -16.87 -3.15 -11.82
H -17.02 -2.21 -11.94
H -17.66 -3.47 -11.40
O -12.80 -2.23 -15.68
H -12.01 -1.79 -15.37
H -12.76 -2.15 -16.63
O -14.36 -9.70 -13.86
H -14.48 -8.92 -13.33
H -15.06 -10.29 -13.57
O -14.88 -7.02 -11.51
H -14.13 -7.16 -10.93
H -15.61 -7.45 -11.06
*
```

Here is a structure of composition CaH2N6O19 from OMol25. Energies are from wB97M-V/def2-TZVPD.

Computed properties:
**LUMO energy**: 8.87 eV
**HOMO**: 2.84 eV
**Kohn-Sham gap**: 0.2215 Eh
**Calculated total energy**: -2436.20373 hartree
**Relative energy (zero: lowest compared OMol25 entry of this formula, charge and spin)**: 0.0 kJ/mol

Structure (ORCA input):
```
! wB97M-V def2-TZVPD RIJCOSX def2/J DEFGRID3
* xyz -4 1
Ca -0.12 -0.11 0.39
N -2.06 -1.14 -2.46
O -1.61 -1.10 -1.30
O -2.29 -0.09 -3.08
O -2.31 -2.26 -2.99
N 0.76 1.43 -2.74
O 0.62 0.99 -1.57
O 0.28 2.52 -3.03
O 1.42 0.77 -3.58
N 3.43 -0.85 -0.06
O 4.07 0.00 -0.74
O 2.24 -0.62 0.23
O 4.00 -1.88 0.31
N 1.02 2.32 2.64
O 0.85 1.68 1.59
O 1.25 1.74 3.74
O 0.95 3.57 2.64
N -2.57 2.36 -0.21
O -1.81 1.51 0.30
O -3.43 2.92 0.49
O -2.49 2.65 -1.41
N 0.07 -3.78 0.42
O 0.96 -4.48 0.93
O -0.88 -4.30 -0.20
O 0.10 -2.53 0.53
O -0.87 -0.47 2.68
H -1.34 0.11 3.29
H -0.24 -0.96 3.22
*
```

Here is a structure of composition Cd2H10O6 from OMol25. Energies are from wB97M-V/def2-TZVPD.

Computed properties:
**LUMO energy**: -9.75 eV
**HOMO**: -18.15 eV
**Kohn-Sham gap**: 0.3089 Eh
**Calculated total energy**: -792.29376 hartree
**Relative energy (zero: lowest compared OMol25 entry of this formula, charge and spin)**: 0.0 kJ/mol

Structure (ORCA input):
```
! wB97M-V def2-TZVPD RIJCOSX def2/J DEFGRID3
* xyz 2 1
Cd -1.40 -1.04 -2.65
Cd -0.11 -0.12 -0.10
O -1.58 -1.31 -0.60
H -1.74 -2.09 -0.07
O 0.41 -0.26 -2.10
H 1.18 -0.37 -2.65
O -0.61 -0.30 2.15
H -1.08 0.51 2.42
H -1.04 -1.01 2.66
O -1.42 1.55 -0.47
H -2.30 1.65 -0.07
H -1.47 2.08 -1.29
O 1.25 1.40 0.57
H 2.16 1.37 0.89
H 1.06 2.35 0.45
O 1.91 -1.26 0.21
H 2.22 -2.05 -0.26
H 2.56 -1.12 0.91
*
```

Here is a structure of composition Cd3F4 from OMol25. Energies are from wB97M-V/def2-TZVPD.

Computed properties:
**LUMO energy**: -12.87 eV
**HOMO**: -18.04 eV
**Kohn-Sham gap**: 0.1900 Eh
**Calculated total energy**: -901.88014 hartree

Structure (ORCA input):
```
! wB97M-V def2-TZVPD RIJCOSX def2/J DEFGRID3
* xyz 2 1
Cd -1.46 -1.56 -0.89
Cd -0.02 0.93 1.97
Cd 1.32 0.27 -1.75
F -0.66 -0.65 -2.58
F 1.29 -0.59 2.60
F -0.63 2.11 0.54
F 0.16 -0.50 0.11
*
```

Here is a structure of composition Cl2CuF2NO4S2 from OMol25. Energies are from wB97M-V/def2-TZVPD.

Computed properties:
**LUMO energy**: 3.14 eV
**HOMO**: -3.09 eV
**Kohn-Sham gap**: 0.2289 Eh
**Calculated total energy**: -3912.66526 hartree
**Relative energy (zero: lowest compared OMol25 entry of this formula, charge and spin)**: 405.7 kJ/mol

Structure (ORCA input):
```
! wB97M-V def2-TZVPD RIJCOSX def2/J DEFGRID3
* xyz -2 1
Cu -18.60 -7.80 11.27
Cl -22.09 -6.82 10.21
Cl -16.30 -8.41 8.48
N -17.15 -8.17 14.28
S -17.65 -7.29 15.65
O -16.65 -6.40 16.26
O -18.48 -7.94 16.63
F -18.62 -6.26 14.92
S -16.38 -9.13 14.99
O -17.08 -10.26 15.63
O -15.04 -8.75 15.51
F -16.04 -9.98 13.65
*
```

Here is the ion Cl2FHOP with charge +1 from OMol25. Energies are from wB97M-V/def2-TZVPD.

Computed properties:
**LUMO energy**: -5.77 eV
**HOMO**: -18.08 eV
**Kohn-Sham gap**: 0.4526 Eh
**Calculated total energy**: -1437.22857 hartree
**Relative energy (zero: lowest compared OMol25 entry of this formula, charge and spin)**: 55.7 kJ/mol

Structure (ORCA input):
```
! wB97M-V def2-TZVPD RIJCOSX def2/J DEFGRID3
* xyz 1 1
O 0.87 0.92 -0.40
F 0.14 -0.73 1.58
P -0.36 -0.15 0.20
Cl -0.41 -1.57 -1.12
Cl -1.86 1.01 0.46
H 1.63 0.53 -0.71
*
```

Here is a structure of composition Cl2H2N2S2 from OMol25. Energies are from wB97M-V/def2-TZVPD.

Computed properties:
**LUMO energy (spin up / spin down)**: -0.79 / -0.79 eV
**HOMO (spin up / spin down)**: -8.13 / -8.18 eV
**Kohn-Sham gap (spin up / spin down)**: 0.2699 / 0.2717 Eh
**Calculated total energy**: -1827.23639 hartree
**Relative energy (zero: lowest compared OMol25 entry of this formula, charge and spin)**: 357.5 kJ/mol

Structure (ORCA input):
```
! wB97M-V def2-TZVPD RIJCOSX def2/J DEFGRID3
* xyz 0 1
N 0.38 0.08 -1.64
N 0.89 0.62 1.39
S -0.45 -1.10 -1.09
S -0.01 -0.71 1.46
Cl -0.35 1.57 -2.08
Cl 2.57 0.32 1.41
H -1.65 -0.76 -0.77
H -1.40 -0.02 1.32
*
```

Here is an isolated molecule of Cl2H2OSi from OMol25. Energies are from wB97M-V/def2-TZVPD.

Computed properties:
**LUMO energy**: 0.17 eV
**HOMO**: -10.16 eV
**Kohn-Sham gap**: 0.3795 Eh
**SMILES**: ClO[SiH2]Cl
**Calculated total energy**: -1286.29422 hartree
**Relative energy (zero: lowest compared OMol25 entry of this formula, charge and spin)**: 427.8 kJ/mol

Structure (ORCA input):
```
! wB97M-V def2-TZVPD RIJCOSX def2/J DEFGRID3
* xyz 0 1
Cl -1.49 1.93 -0.11
O -1.16 0.42 0.60
Si 0.43 -0.31 -0.20
Cl 0.99 -1.55 1.20
H 1.33 0.82 -0.17
H -0.09 -1.30 -1.32
*
```

Here is a structure of composition Cl2H3N2OP from OMol25. Energies are from wB97M-V/def2-TZVPD.

Computed properties:
**LUMO energy (spin up / spin down)**: -0.52 / -0.52 eV
**HOMO (spin up / spin down)**: -9.36 / -9.35 eV
**Kohn-Sham gap (spin up / spin down)**: 0.3248 / 0.3247 Eh
**Calculated total energy**: -1448.28885 hartree
**Relative energy (zero: lowest compared OMol25 entry of this formula, charge and spin)**: 159.2 kJ/mol

Structure (ORCA input):
```
! wB97M-V def2-TZVPD RIJCOSX def2/J DEFGRID3
* xyz 0 1
N -1.65 0.19 0.00
N -0.75 0.06 0.98
O 0.87 0.01 -1.60
P 1.15 -0.06 -0.17
Cl 2.20 -1.67 0.13
Cl 2.33 1.52 0.44
H -1.74 1.19 -0.13
H -1.54 -0.36 -0.90
H -0.86 -0.88 1.24
*
```